<a>
Computed, not measured: C22H33N3O3 in the gas phase, with ωB97M-V/def2-TZVPD.

Summary:
- highest occupied orbital energy (eV) = -7.91
- orbital gap (Eh) = 0.3185
- structure (SMILES) = CC[C@H]1Oc2ccc(C)cc2N(CC(=O)NCCCN2CCCC[C@H]2C)C1=O
- total charge = 0

Bonds (Å) are listed after each position.
Geometry (Å):
1 H 2.373 -3.099 -0.264  C61 1.092
2 H 3.342 1.081 0.313  C12 1.095
3 C -2.477 4.575 -0.350  H8 1.088, H15 1.090, H54 1.087, C59 1.498
4 H -1.188 2.271 0.201  C53 1.079
5 H -6.170 -4.195 -0.328  C35 1.087
6 H -6.432 -2.462 -0.553  C35 1.087
7 H 5.670 1.908 -1.468  C18 1.086
8 H -2.957 5.113 -1.166  C3 1.088
9 H -3.730 -3.754 0.081  C57 1.091
10 O -4.705 -0.593 0.192  C16 1.367, C32 1.417
11 C 6.744 0.728 0.880  H21 1.092, C29 1.526, H37 1.093, C50 1.527
12 C 4.376 0.918 -0.010  H2 1.095, C18 1.530, N38 1.457, C50 1.539
13 H 1.232 -1.816 -2.199  C39 1.094
14 N 0.644 -1.136 -0.330  C27 1.339, C39 1.445, H45 1.014
15 H -2.627 5.151 0.563  C3 1.090
16 C -4.164 0.657 0.076  O10 1.367, C47 1.397, C49 1.386
17 H -0.767 0.867 1.888  C19 1.091
18 C 4.634 1.913 -1.143  H7 1.086, C12 1.530, H24 1.086, H41 1.087
19 C -0.733 -0.051 1.300  H17 1.091, C27 1.538, H30 1.094, N43 1.452
20 O -1.746 -2.485 0.680  C25 1.222
21 H 7.167 1.375 0.109  C11 1.092
22 H 5.779 -1.911 -1.130  C60 1.093
23 H 2.086 -0.373 -1.586  C39 1.091
24 H 4.003 1.663 -1.992  C18 1.086
25 C -2.445 -1.513 0.434  O20 1.222, C32 1.526, N43 1.351
26 H 4.945 0.566 2.037  C50 1.094
27 C 0.407 0.036 0.272  N14 1.339, C19 1.538, O55 1.215
28 C 3.677 -1.435 0.220  N38 1.451, H40 1.093, H42 1.098, C61 1.535
29 C 6.760 -0.718 0.394  C11 1.526, H51 1.092, H52 1.093, C60 1.534
30 H -0.561 -0.908 1.957  C19 1.094
31 H -4.759 -2.913 1.249  C57 1.091
32 C -3.831 -1.641 -0.191  O10 1.417, C25 1.526, H56 1.108, C57 1.528
33 H 3.422 -2.570 -1.590  C61 1.090
34 H -5.436 -3.363 -1.701  C35 1.088
35 C -5.707 -3.267 -0.652  H5 1.087, H6 1.087, H34 1.088, C57 1.522
36 H 6.178 -0.269 -1.633  C60 1.093
37 H 7.364 0.832 1.774  C11 1.093
38 N 4.451 -0.448 -0.510  C12 1.457, C28 1.451, C60 1.449
39 C 1.679 -1.349 -1.316  H13 1.094, N14 1.445, H23 1.091, C61 1.529
40 H 3.028 -0.941 0.947  C28 1.093
41 H 4.382 2.916 -0.809  C18 1.087
42 H 4.318 -2.135 0.773  C28 1.098
43 N -2.019 -0.250 0.655  C19 1.452, C25 1.351, C47 1.406
44 H -5.079 3.841 -0.551  C58 1.080
45 H 0.105 -1.943 -0.036  N14 1.014
46 H 5.281 2.205 1.475  C50 1.091
47 C -2.795 0.858 0.271  C16 1.397, N43 1.406, C53 1.387
48 H -6.040 1.572 -0.330  C49 1.078
49 C -4.982 1.739 -0.209  C16 1.386, H48 1.078, C58 1.383
50 C 5.311 1.152 1.190  C11 1.527, C12 1.539, H26 1.094, H46 1.091
51 H 7.769 -1.014 0.099  C29 1.092
52 H 6.441 -1.377 1.206  C29 1.093
53 C -2.252 2.124 0.107  H4 1.079, C47 1.387, C59 1.389
54 H -1.410 4.516 -0.544  C3 1.087
55 O 0.992 1.076 0.042  C27 1.215
56 H -3.685 -1.607 -1.288  C32 1.108
57 C -4.479 -2.970 0.196  H9 1.091, H31 1.091, C32 1.528, C35 1.522
58 C -4.435 3.004 -0.331  H44 1.080, C49 1.383, C59 1.389
59 C -3.067 3.207 -0.197  C3 1.498, C53 1.389, C58 1.389
60 C 5.807 -0.870 -0.799  H22 1.093, C29 1.534, H36 1.093, N38 1.449
61 C 2.802 -2.226 -0.762  H1 1.092, C28 1.535, H33 1.090, C39 1.529

---

<b>
Computed, not measured: C22H33N3O3 in the gas phase, with ωB97M-V/def2-TZVPD.

Summary:
- highest occupied orbital energy (eV) = -7.86
- orbital gap (Eh) = 0.3183
- structure (SMILES) = CCOc1ccccc1CN1CCNC(=O)[C@@H]1CC(=O)NC1CCCCCC1
- total charge = 0

Bonds (Å) are listed after each position.
Geometry (Å):
1 H 3.523 -2.925 -0.415  C50 1.038
2 C 2.743 0.126 -1.570  C8 1.561, C23 1.500, C24 1.375
3 N -2.053 -0.360 0.086  C29 1.712, H32 1.034, C44 1.310
4 O -1.099 0.746 -1.651  C44 1.260
5 H 1.069 2.582 -2.873  C18 0.859
6 H -2.156 2.481 0.725  C59 0.886
7 H 4.004 -0.761 -0.021  C8 1.138
8 C 2.957 -0.320 -0.089  C2 1.561, H7 1.138, N55 1.567, H58 1.012
9 H 1.928 4.383 -1.478  C19 0.928
10 H 2.182 -4.860 0.320  C27 1.089
11 C -2.017 1.786 2.430  H22 1.212, H40 1.265, C41 1.660, C59 1.474
12 H -3.708 -0.584 4.338  C35 1.086
13 C 0.481 3.015 -0.472  C19 1.616, O36 1.500, H48 0.935, H61 1.152
14 H -5.173 0.362 0.191  C56 1.236
15 C 0.026 -1.157 -0.765  C28 1.442, H42 1.175, C44 1.496, H45 1.081
16 H 0.582 -0.160 1.047  C28 1.307
17 H 3.748 -1.373 -2.403  C24 1.052
18 C 1.489 1.862 -3.081  H5 0.859, C23 1.579, C30 1.377
19 C 1.393 4.325 -0.722  H9 0.928, C13 1.616, H34 0.904, H49 0.998
20 H -3.826 2.432 1.363  C59 1.137
21 O -0.884 -2.096 1.900  C25 1.137
22 H -1.151 0.953 2.277  C11 1.212
23 C 1.849 1.328 -1.639  C2 1.500, C18 1.579, O36 1.426
24 C 3.243 -0.496 -2.689  C2 1.375, H17 1.052, C38 1.347
25 C 0.090 -2.159 1.318  O21 1.137, C28 1.274, N53 1.498
26 H -2.898 -0.953 2.778  C35 1.058
27 C 1.987 -3.849 0.673  H10 1.089, C50 1.500, H52 1.159, N53 1.380
28 C 0.661 -1.351 0.516  C15 1.442, H16 1.307, C25 1.274, N55 1.646
29 C -3.164 0.924 0.307  N3 1.712, C56 1.746, H57 0.982, C59 1.479
30 C 2.220 1.210 -4.048  C18 1.377, H37 0.974, C38 1.381
31 H 0.188 -4.080 1.946  N53 1.097
32 H -1.868 -0.828 0.990  N3 1.034
33 H -5.387 -0.687 2.435  C47 1.123
34 H 2.025 4.467 -0.092  C19 0.904
35 C -3.568 -0.317 3.294  H12 1.086, H26 1.058, C41 1.619, C47 1.461
36 O 1.317 1.771 -0.393  C13 1.500, C23 1.426
37 H 1.878 1.577 -4.883  C30 0.974
38 C 3.141 0.204 -3.836  C24 1.347, C30 1.381, H51 1.017
39 H -3.389 1.760 4.006  C41 0.942
40 H -1.390 2.689 3.056  C11 1.265
41 C -2.833 1.070 3.686  C11 1.660, C35 1.619, H39 0.942, H60 1.161
42 H 0.579 -0.987 -1.789  C15 1.175
43 H -4.059 -1.206 0.492  C56 1.079
44 C -1.086 -0.157 -0.773  N3 1.310, O4 1.260, C15 1.496
45 H -0.370 -2.144 -0.955  C15 1.081
46 H 1.761 -2.816 -1.327  C50 1.202
47 C -4.588 0.095 2.332  H33 1.123, C35 1.461, H54 1.142, C56 1.513
48 H 0.247 3.065 0.432  C13 0.935
49 H 0.715 5.057 -0.739  C19 0.998
50 C 2.486 -2.896 -0.373  H1 1.038, C27 1.500, H46 1.202, N55 1.459
51 H 3.415 -0.354 -4.642  C38 1.017
52 H 2.730 -3.927 1.559  C27 1.159
53 N 0.861 -3.443 1.360  C25 1.498, C27 1.380, H31 1.097
54 H -5.164 1.053 2.568  C47 1.142
55 N 2.271 -1.655 0.364  C8 1.567, C28 1.646, C50 1.459
56 C -4.337 -0.237 0.877  H14 1.236, C29 1.746, H43 1.079, C47 1.513
57 H -3.470 1.180 -0.590  C29 0.982
58 H 2.807 0.379 0.628  C8 1.012
59 C -2.771 2.044 1.190  H6 0.886, C11 1.474, H20 1.137, C29 1.479
60 H -2.156 1.045 4.629  C41 1.161
61 H -0.214 2.886 -1.382  C13 1.152

---

Relative to the most stable structure, the computed energies are <a> 0.0000; <b> 0.7057, all in hartree.

---

<a>
Computed, not measured: a gas-phase ion, C6H9N4 (charge +1), with ωB97M-V/def2-TZVPD.

Summary:
- highest occupied orbital energy (eV) = -12.52
- orbital gap (Eh) = 0.3110
- structure (SMILES) = [NH2+]=C=C/N=C\C1=NCCN1
- total charge = +1

Bonds (Å) are listed after each position.
Geometry (Å):
1 C 2.165 -0.480 0.286  C7 1.282, H15 1.116, N17 1.364
2 H -2.183 -2.148 -0.519  N18 0.979
3 H -2.530 0.421 -1.189  C6 1.136
4 H -0.705 1.582 -0.242  C14 1.085
5 H 4.511 1.463 -0.690  N13 1.138
6 C -2.269 -0.048 -0.188  H3 1.136, H8 1.099, C14 1.598, N18 1.493
7 C 2.909 0.494 -0.092  C1 1.282, N13 1.254
8 H -3.157 0.056 0.453  C6 1.099
9 H 0.438 -3.207 -0.573  C12 1.081
10 C -0.351 -1.250 0.116  C12 1.502, N16 1.288, N18 1.375
11 H 2.994 2.507 -0.363  N13 1.009
12 C 0.731 -2.258 -0.149  H9 1.081, C10 1.502, N17 1.283
13 N 3.408 1.590 -0.440  H5 1.138, C7 1.254, H11 1.009
14 C -1.047 0.788 0.413  H4 1.085, C6 1.598, N16 1.412, H19 1.155
15 H 2.059 -0.176 1.355  C1 1.116
16 N 0.062 -0.084 0.474  C10 1.288, C14 1.412
17 N 1.912 -1.760 -0.111  C1 1.364, C12 1.283
18 N -1.606 -1.362 -0.435  H2 0.979, C6 1.493, C10 1.375
19 H -1.017 1.360 1.415  C14 1.155

---

<b>
Computed, not measured: a gas-phase ion, C6H9N4 (charge +1), with ωB97M-V/def2-TZVPD.

Summary:
- highest occupied orbital energy (spin up / spin down) (eV) = -14.22 / -14.22
- orbital gap (spin up / spin down) (Eh) = 0.3078 / 0.3078
- structure (SMILES) = C=N/[NH+]=N/C=N\C=C=CC
- total charge = +1

Bonds (Å) are listed after each position.
Geometry (Å):
1 H 1.926 2.507 -0.828  C9 1.087
2 H -1.789 0.485 0.554  C19 1.086
3 H 0.347 0.326 1.408  N14 1.026
4 H -2.927 -0.619 -0.226  C19 1.091
5 N 0.213 1.560 -0.126  C9 1.261, N14 1.373
6 C 0.239 -1.216 -0.226  C12 1.382, C13 1.306
7 H -2.486 -0.904 1.439  C19 1.092
8 H 3.949 -0.421 0.966  C10 1.078
9 C 0.843 2.431 -0.786  H1 1.087, N5 1.261, H11 1.077
10 C 2.947 -0.437 0.569  H8 1.078, N16 1.307, N17 1.303
11 H 0.248 3.151 -1.323  C9 1.077
12 C 1.436 -1.555 -0.827  C6 1.382, H15 1.088, N17 1.300
13 C -1.023 -1.452 0.010  C6 1.306, H18 1.090, C19 1.478
14 N 0.881 0.583 0.570  H3 1.026, N5 1.373, N16 1.329
15 H 1.438 -1.903 -1.858  C12 1.088
16 N 2.199 0.621 0.741  C10 1.307, N14 1.329
17 N 2.602 -1.357 -0.287  C10 1.303, C12 1.300
18 H -1.326 -2.490 -0.130  C13 1.090
19 C -2.099 -0.554 0.480  H2 1.086, H4 1.091, H7 1.092, C13 1.478

---

Relative to the most stable structure, the computed energies are <a> 0.0000; <b> 0.0493, all in hartree.

---

<a>
Computed, not measured: 16 unconnected molecules or ions with the total composition C4H42N2O15, with ωB97M-V/def2-TZVPD.

Summary:
- highest occupied orbital energy (eV) = -9.74
- orbital gap (Eh) = 0.3596
- total charge = 0

Bonds (Å) are listed after each position.
Geometry (Å):
1 H -0.339 -1.291 -2.600  C25 1.093
2 H -3.822 0.785 1.194  O23 1.000
3 H -3.759 -1.552 -1.592  O33 0.999
4 H 0.534 0.581 -0.651  C56 1.092
5 H -0.703 3.543 -0.071  O34 0.973
6 H 1.819 3.419 -1.234  O51 0.956
7 H -0.978 1.294 -2.365  O62 0.989
8 O 3.182 -2.069 2.797  H31 0.941, H53 0.921
9 H -0.741 0.017 1.705  O11 0.934
10 H 4.219 2.554 -0.631  O61 0.970
11 O -0.326 0.789 2.028  H9 0.934, H21 0.961
12 H 3.349 -0.463 0.379  C18 1.099
13 H -0.773 -2.874 -1.067  N14 1.019
14 N 0.149 -2.492 -0.856  H13 1.019, C25 1.523, H26 1.005
15 H -1.776 2.412 -0.483  O34 1.002
16 H -3.171 2.303 1.151  O23 0.965
17 N 2.238 1.076 1.272  C18 1.468, H30 1.019, H40 1.011
18 C 2.298 -0.162 0.486  H12 1.099, N17 1.468, C56 1.559, H63 1.065
19 H -1.213 -2.523 2.722  O52 0.979
20 H -2.837 0.225 -4.244  O39 0.962
21 H -0.584 1.644 1.674  O11 0.961
22 H 0.698 -2.677 -2.914  C25 1.141
23 O -3.720 1.649 0.701  H2 1.000, H16 0.965
24 H -3.104 1.250 -0.641  O28 1.027
25 C 0.514 -1.826 -2.176  H1 1.093, N14 1.523, H22 1.141, C50 1.509
26 H -0.012 -1.907 -0.055  N14 1.005
27 O -2.613 -0.737 0.771  H29 0.985, H59 0.998
28 O -2.336 0.910 -1.234  H24 1.027, H54 0.975
29 H -2.556 -1.320 1.563  O27 0.985
30 H 3.000 1.110 1.948  N17 1.019
31 H 3.208 -2.334 1.894  O8 0.941
32 O -0.743 4.159 3.102  H49 0.959, H58 0.977
33 O -3.003 -2.193 -1.470  H3 0.999, H37 0.971
34 O -1.464 3.025 0.244  H5 0.973, H15 1.002
35 H 0.650 2.597 -1.805  O51 0.958
36 O 2.756 -3.328 0.342  H46 1.001, H57 1.003
37 H -2.676 -2.150 -2.383  O33 0.971
38 H 0.667 -1.735 3.093  O48 1.016
39 O -2.993 -0.396 -3.526  H20 0.962, H43 1.006
40 H 1.431 1.051 1.881  N17 1.011
41 H 1.922 -0.275 -2.815  C50 1.131
42 H -0.039 1.152 -3.626  O62 0.952
43 H -2.770 0.242 -2.782  O39 1.006
44 H 3.018 2.517 0.322  O61 0.993
45 H -1.485 -3.675 1.733  O52 0.967
46 H 1.976 -2.824 -0.031  O36 1.001
47 H 2.607 -1.620 -1.789  C50 1.094
48 O -0.128 -1.779 3.723  H38 1.016, H55 0.974
49 H -0.300 3.554 3.701  O32 0.959
50 C 1.738 -0.973 -1.944  C25 1.509, H41 1.131, H47 1.094, C56 1.637
51 O 0.927 3.484 -1.571  H6 0.956, H35 0.958
52 O -1.779 -2.783 1.966  H19 0.979, H45 0.967
53 H 2.861 -2.785 3.278  O8 0.921
54 H -2.209 0.073 -0.749  O28 0.975
55 H -0.309 -0.827 3.825  O48 0.974
56 C 1.545 0.208 -0.828  H4 1.092, C18 1.559, C50 1.637, H60 1.134
57 H 3.422 -3.013 -0.340  O36 1.003
58 H -0.097 4.077 2.374  O32 0.977
59 H -2.625 -1.477 0.102  O27 0.998
60 H 2.023 1.091 -1.357  C56 1.134
61 O 3.523 3.129 -0.275  H10 0.970, H44 0.993
62 O -0.048 1.158 -2.674  H7 0.989, H42 0.952
63 H 1.756 -1.019 0.811  C18 1.065

---

<b>
Computed, not measured: 16 unconnected molecules or ions with the total composition C4H42N2O15, with ωB97M-V/def2-TZVPD.

Summary:
- highest occupied orbital energy (eV) = -9.25
- orbital gap (Eh) = 0.3350
- total charge = 0

Bonds (Å) are listed after each position.
Geometry (Å):
1 O -0.825 -2.851 3.697  H35 0.945, H41 0.976
2 C -0.378 0.528 0.226  H5 1.054, N28 1.514, H32 1.081, C47 1.573
3 H -1.353 -3.186 -1.681  O56 0.966
4 H 2.472 3.703 -1.188  O9 0.900
5 H 0.601 0.552 -0.166  C2 1.054
6 H -0.244 2.705 -3.132  O30 1.091
7 H -2.090 0.165 -0.671  N28 0.995
8 H -0.350 0.273 -2.616  O14 0.948
9 O 1.645 3.801 -0.846  H4 0.900, H27 0.996
10 H -2.902 -2.899 -1.073  O56 0.963
11 H 0.143 -2.047 -4.553  O29 0.970
12 O 2.262 -3.204 1.095  H15 1.048, H39 0.963
13 H -0.817 -1.291 1.312  C47 1.062
14 O -0.074 0.731 -3.399  H8 0.948, H55 0.997
15 H 1.680 -3.071 1.956  O12 1.048
16 O 2.968 1.209 -1.492  H25 0.969, H52 0.898
17 H 1.499 -1.642 -1.981  O37 1.072
18 O 4.020 0.741 1.511  H33 0.991, H63 0.960
19 H -1.027 -1.072 -0.873  N28 0.979
20 O 0.690 -4.051 -1.027  H53 0.983, H58 0.931
21 O -3.280 2.143 -1.247  H46 1.013, H54 0.996
22 H 1.659 3.132 0.656  O48 0.983
23 H -0.510 2.918 4.558  O44 1.072
24 H -0.386 -3.126 -3.378  O29 1.016
25 H 2.005 1.298 -1.545  O16 0.969
26 H -3.078 -0.447 1.696  C31 1.055
27 H 0.920 3.343 -1.353  O9 0.996
28 N -1.162 -0.103 -0.906  C2 1.514, H7 0.995, H19 0.979
29 O 0.374 -2.774 -3.954  H11 0.970, H24 1.016
30 O -0.279 2.740 -2.042  H6 1.091, H36 0.985
31 C -2.761 0.526 1.957  H26 1.055, C38 1.579, H59 1.038, H61 1.021
32 H -0.548 1.557 0.512  C2 1.081
33 H 4.501 1.504 1.923  O18 0.991
34 O -4.635 -0.269 -1.228  H49 0.851, H60 0.980
35 H -1.498 -3.226 3.149  O1 0.945
36 H -0.460 1.808 -1.779  O30 0.985
37 O 1.940 -0.898 -2.615  H17 1.072, H50 0.966
38 C -1.353 0.363 2.652  C31 1.579, H40 1.109, C47 1.535, H62 1.221
39 H 3.184 -2.985 0.922  O12 0.963
40 H -1.078 1.400 2.930  C38 1.109
41 H -0.472 -2.133 3.139  O1 0.976
42 H 0.572 1.683 4.360  O44 0.934
43 H 1.916 3.566 2.142  O48 0.983
44 O 0.063 2.129 5.003  H23 1.072, H42 0.934
45 H 1.110 0.557 2.197  N51 1.003
46 H -2.293 2.315 -1.395  O21 1.013
47 C -0.511 -0.303 1.555  C2 1.573, H13 1.062, C38 1.535, N51 1.488
48 O 1.622 2.812 1.585  H22 0.983, H43 0.983
49 H -4.887 -0.703 -1.915  O34 0.851
50 H 2.321 -1.592 -3.168  O37 0.966
51 N 0.798 -0.395 2.257  H45 1.003, C47 1.488, H57 0.936
52 H 3.107 0.363 -1.760  O16 0.898
53 H 0.848 -5.010 -1.174  O20 0.983
54 H -3.555 2.736 -0.495  O21 0.996
55 H 0.860 0.453 -3.609  O14 0.997
56 O -1.948 -2.773 -1.041  H3 0.966, H10 0.963
57 H 1.456 -0.852 1.773  N51 0.936
58 H 1.020 -3.570 -0.301  O20 0.931
59 H -3.443 0.970 2.601  C31 1.038
60 H -4.229 0.609 -1.385  O34 0.980
61 H -2.771 1.197 1.187  C31 1.021
62 H -1.576 -0.253 3.683  C38 1.221
63 H 3.906 1.231 0.693  O18 0.960

---

Relative to the most stable structure, the computed energies are <a> 0.0000; <b> 0.1325, all in hartree.